C32H50N7OP2Sn | wB97M-V/def2-TZVPD

Its total energy is -70852.973 eV. As for the energy above the lowest of the compared OMol25 structures with the same formula, charge and spin: 0.00 kJ/mol. The value obtained for the largest force on an atom is 5.877 eV/A. As for the HOMO energy (alpha / beta): -16.47 / -15.99 eV. Its charge is +3.

Last column: Mulliken charge in e.
Element x y z (Å)
C 1.2645 2.7517 1.3226  -0.307
C -1.0343 2.7245 0.7702  0.075
C 1.1447 3.9804 1.9711  -0.695
C -1.2291 3.9058 1.5506  -1.199
C -0.1402 4.5164 2.1473  -0.998
H 2.0473 4.4595 2.3571  0.606
H -2.2280 4.3414 1.5648  0.598
H -0.2659 5.4312 2.7288  0.496
N 0.1776 2.0912 0.9144  0.940
P 2.3675 0.2503 1.3383  0.406
P -2.2560 0.8640 -1.1665  1.122
C 2.6039 2.0594 1.0979  -1.080
H 2.9892 2.2577 0.0818  0.452
H 3.3544 2.4763 1.7837  0.842
C -1.9841 2.3132 -0.2009  -1.316
H -2.8762 2.9570 -0.1638  0.794
C -2.7903 1.7545 -2.8006  1.829
C -3.6190 -0.4769 -0.5817  1.870
C 3.8523 -0.5446 0.5177  1.780
C 2.2210 0.1071 3.2275  1.827
C -2.0993 0.9989 -3.9445  -1.565
H -2.4534 -0.0375 -4.0344  0.322
H -2.3221 1.5139 -4.8917  0.541
H -1.0098 0.9854 -3.8229  0.273
C -4.3067 1.7921 -3.0055  -1.855
H -4.7579 0.8006 -3.1077  0.358
H -4.8065 2.3480 -2.2032  0.416
H -4.5059 2.3325 -3.9437  0.478
C -2.2942 3.2071 -2.7853  -1.861
H -2.3847 3.6282 -3.7972  0.598
H -2.8716 3.8423 -2.1036  0.368
H -1.2386 3.2691 -2.5044  0.020
C -3.8878 -1.4295 -1.7566  -1.402
H -2.9801 -1.9842 -2.0382  0.133
H -4.6367 -2.1757 -1.4461  0.546
H -4.2692 -0.9283 -2.6539  0.227
C -3.0770 -1.3206 0.5867  -1.634
H -2.2007 -1.9155 0.2851  0.072
H -2.8141 -0.7075 1.4612  0.352
H -3.8557 -2.0363 0.9095  0.700
C -4.8612 0.2782 -0.1178  -1.628
H -5.3204 0.8714 -0.9155  0.328
H -5.6130 -0.4523 0.2203  0.515
H -4.6223 0.9388 0.7269  0.358
C 2.4854 -1.3574 3.6174  -1.502
H 2.3120 -1.4560 4.7015  0.542
H 1.7875 -2.0432 3.1094  0.097
H 3.5225 -1.6613 3.4125  0.333
C 0.7822 0.4818 3.6485  -1.335
H 0.5425 1.5254 3.4098  0.300
H 0.0300 -0.1779 3.1826  0.158
H 0.6993 0.3558 4.7404  0.648
C 3.1977 1.0597 3.9363  -1.576
H 3.1700 0.8317 5.0142  0.520
H 4.2359 0.9379 3.5968  0.275
H 2.9037 2.1131 3.8176  0.354
C 3.9075 -0.0575 -0.9431  -1.789
H 4.2360 0.9877 -1.0219  0.364
H 4.6299 -0.6780 -1.4942  0.646
H 2.9339 -0.1529 -1.4432  0.195
C 3.6635 -2.0747 0.5253  -1.629
H 2.6678 -2.3639 0.1622  0.338
H 4.4159 -2.5155 -0.1495  0.529
H 3.8037 -2.5069 1.5261  0.310
C 5.1396 -0.1513 1.2620  -1.692
H 5.2856 0.9392 1.2932  0.349
H 5.1735 -0.5556 2.2846  0.344
H 5.9908 -0.5841 0.7124  0.503
Sn 0.0133 -0.1896 0.4138  -0.017
C -0.4114 -2.5481 2.1655  0.298
O -0.9441 -3.4652 2.6001  -0.232
N 0.4931 0.7860 -1.4667  -0.194
C 0.4445 1.8790 -1.9755  0.650
C 1.2231 2.6841 -2.9072  0.288
C 2.0940 1.9752 -3.7532  -0.224
C 1.0979 4.0862 -3.0201  -0.019
C 2.7830 2.6516 -4.7589  -0.907
H 2.2062 0.8905 -3.6377  0.356
C 1.7826 4.7461 -4.0423  -0.998
H 0.4566 4.6348 -2.3242  0.559
C 2.6118 4.0306 -4.9128  -0.499
H 3.4351 2.0974 -5.4325  0.458
H 1.6511 5.8215 -4.1665  0.463
H 3.1108 4.5470 -5.7299  0.457
N 0.7738 -5.5583 -0.5780  -0.637
N 0.2834 -4.2875 -0.8458  0.771
N -0.0056 -3.9297 -2.1115  -0.790
C -0.1197 -2.6102 -1.9909  -0.721
N 0.1592 -2.1779 -0.7457  0.945
N 0.5027 -3.2646 -0.0157  -0.184
H 0.6380 -5.7547 0.4059  0.283
H 0.3045 -6.2164 -1.1939  0.327
H -0.3454 -1.9525 -2.8248  0.580